[1]
The following is a quantum chemistry calculation of a single C2H3NO3S molecule, from the Open Molecules 2025 dataset.

Its total charge is 0. The HOMO-LUMO gap is 0.3197 Eh. Its energy relative to the best compared isomer or geometry (same formula, charge and spin) is 71.8 kcal per mole. The value obtained for the lowest unoccupied orbital energy is -1.27 eV.

Last column: Mulliken charge in e.
Atoms and positions in Å:
C -1.028 -0.619 0.147  -0.52
C 0.193 0.337 0.072  0.72
N 1.454 -0.188 0.041  -0.13
O 0.010 1.532 0.175  -0.62
O -3.620 -0.878 0.061  -0.49
O 2.532 0.736 -0.051  -0.37
S -2.536 0.125 -0.009  0.45
H -0.802 -1.579 0.414  0.39
H 1.519 -1.046 -0.457  0.25
H 2.279 1.579 -0.392  0.33

***

[2]
The following is a quantum chemistry calculation of 2 unconnected molecules or ions with the total composition C2H3NO4, from the Open Molecules 2025 dataset.

Its total charge is 0. The HOMO-LUMO gap (alpha / beta) is 0.2918 / 0.2914 Eh. Its energy relative to the best compared isomer or geometry (same formula, charge and spin) is 166.8 kcal per mole. The value obtained for the lowest unoccupied orbital energy (alpha / beta) is -2.51 / -2.52 eV.

Last column: Mulliken charge in e.
Atoms and positions in Å:
C 0.947 -0.677 -0.072  0.24
C -1.440 0.928 -0.595  -0.18
N -1.975 -0.415 -0.345  0.91
O 0.698 -1.678 -0.701  -0.46
O -2.245 -0.748 0.780  -0.51
O -2.209 -1.027 -1.353  -0.46
O 0.520 0.551 0.110  -0.41
H 1.711 -0.687 0.729  0.31
H -1.599 1.774 0.067  0.26
H -1.296 1.260 -1.757  0.29

***

[3]
The following is a quantum chemistry calculation of 2 unconnected molecules or ions with the total composition C2H3NOPS, from the Open Molecules 2025 dataset.

Its total charge is +1. The HOMO-LUMO gap (alpha / beta) is 0.2579 / 0.2580 Eh. Its energy relative to the best compared isomer or geometry (same formula, charge and spin) is 62.8 kcal per mole. The value obtained for the lowest unoccupied orbital energy (alpha / beta) is -7.40 / -7.40 eV.

Last column: Mulliken charge in e.
Atoms and positions in Å:
C 0.482 0.331 -0.434  -0.05
C 0.153 0.296 1.000  -0.76
N 1.396 0.546 -1.153  0.59
O 2.191 0.648 -2.034  -0.48
P -2.061 -0.371 -0.637  0.58
S -2.350 -2.239 -0.648  0.15
H 0.484 -0.767 1.332  0.33
H -0.973 0.391 1.336  0.35
H 0.678 1.166 1.238  0.30

***

[4]
The following is a quantum chemistry calculation of a gas-phase ion, C2H3NOPS (charge +1), from the Open Molecules 2025 dataset.

Its total charge is +1. The HOMO-LUMO gap is 0.3342 Eh. As for the SMILES: CC#[N+]p1os1. Its energy relative to the best compared isomer or geometry (same formula, charge and spin) is 1.1 kcal per mole. The value obtained for the lowest unoccupied orbital energy is -5.29 eV.

Last column: Mulliken charge in e.
Atoms and positions in Å:
C -1.295 -0.171 0.594  0.42
C -0.047 0.222 -0.001  -0.78
N -2.365 -0.417 0.974  -0.22
O -4.332 -2.899 0.939  -0.18
P -4.270 -1.319 1.339  0.67
S -4.764 -1.969 -0.540  0.12
H 0.451 -0.042 0.884  0.32
H 0.092 1.305 -0.099  0.33
H 0.216 -0.523 -0.694  0.32

***

[5]
The following is a quantum chemistry calculation of a single C2H3NOS molecule, from the Open Molecules 2025 dataset.

Its total charge is 0. The HOMO-LUMO gap (alpha / beta) is 0.2509 / 0.2517 Eh. As for the SMILES: O/C=C\N=S. Its energy relative to the best compared isomer or geometry (same formula, charge and spin) is 73.3 kcal per mole. The value obtained for the lowest unoccupied orbital energy (alpha / beta) is -1.27 / -1.29 eV.

Last column: Mulliken charge in e.
Atoms and positions in Å:
C 0.368 0.256 -0.066  0.16
C 1.270 -0.755 -0.124  -0.07
N 2.619 -0.895 0.006  -0.26
O 0.314 1.621 0.102  -0.43
S 3.592 0.300 0.037  -0.09
H -0.702 -0.213 -0.133  0.17
H -0.376 1.876 0.649  0.34
H 0.687 -1.768 -0.359  0.19

***

[6]
The following is a quantum chemistry calculation of a single C2H3NOS molecule, from the Open Molecules 2025 dataset.

Its total charge is 0. The HOMO-LUMO gap is 0.3801 Eh. As for the SMILES: C=NSC=O. Its energy relative to the best compared isomer or geometry (same formula, charge and spin) is 31.3 kcal per mole. The value obtained for the lowest unoccupied orbital energy is 0.70 eV.

Last column: Mulliken charge in e.
Atoms and positions in Å:
C -1.881 -0.205 0.018  -0.22
C 1.999 0.324 0.025  0.07
H -2.002 -1.270 0.152  0.24
H -2.788 0.423 -0.114  0.24
H 1.847 1.361 0.215  0.36
N -0.791 0.353 -0.159  -0.29
O 3.034 -0.294 -0.086  -0.44
S 0.582 -0.693 -0.050  0.03

***

[7]
The following is a quantum chemistry calculation of 2 unconnected molecules or ions with the total composition C2H3NOS, from the Open Molecules 2025 dataset.

Its total charge is 0. The HOMO-LUMO gap is 0.3029 Eh. Its energy relative to the best compared isomer or geometry (same formula, charge and spin) is 55.8 kcal per mole. The value obtained for the lowest unoccupied orbital energy is -1.08 eV.

Last column: Mulliken charge in e.
Atoms and positions in Å:
C 0.448 -0.991 0.230  0.40
C -0.514 0.026 0.255  -0.20
N 1.239 -1.802 0.316  -0.31
O -1.680 -0.114 -0.397  -0.45
S 1.125 1.535 -0.788  -0.24
H -0.735 0.386 1.229  0.28
H -1.707 -0.668 -1.239  0.37
H 1.823 1.628 0.395  0.15

***

[8]
The following is a quantum chemistry calculation of 2 unconnected molecules or ions with the total composition C2H3NOS, from the Open Molecules 2025 dataset.

Its total charge is 0. The HOMO-LUMO gap (alpha / beta) is 0.2659 / 0.2655 Eh. Its energy relative to the best compared isomer or geometry (same formula, charge and spin) is 179.2 kcal per mole. The value obtained for the lowest unoccupied orbital energy (alpha / beta) is -2.46 / -2.50 eV.

Last column: Mulliken charge in e.
Atoms and positions in Å:
C -1.277 0.959 0.338  0.11
C 0.909 -0.290 -0.011  -0.59
N 0.104 0.679 0.626  -0.15
O -0.566 1.565 -0.472  -0.18
S -2.559 -1.469 -0.100  -0.04
H 0.969 -0.995 0.900  0.26
H 0.592 -0.681 -0.973  0.32
H 1.827 0.232 -0.309  0.27

***

[9]
The following is a quantum chemistry calculation of 2 unconnected molecules or ions with the total composition C2H3NOS, from the Open Molecules 2025 dataset.

Its total charge is 0. The HOMO-LUMO gap is 0.3381 Eh. As for the SMILES: N#CC=O.S. Its energy relative to the best compared isomer or geometry (same formula, charge and spin) is 35.3 kcal per mole. The value obtained for the lowest unoccupied orbital energy is -0.96 eV.

Last column: Mulliken charge in e.
Atoms and positions in Å:
C 0.649 -3.170 -0.720  0.24
C 0.982 -2.571 0.602  0.40
N 0.442 -3.561 -1.788  -0.26
O 1.773 -2.921 1.416  -0.37
S -0.956 1.537 0.222  -0.23
H 0.323 -1.631 0.735  0.06
H -0.793 0.241 0.567  0.02
H -0.674 1.171 -1.061  0.16

***

[10]
The following is a quantum chemistry calculation of a single C2H3NOS molecule, from the Open Molecules 2025 dataset.

The spin multiplicity is 3. Its total charge is 0. The HOMO-LUMO gap (alpha / beta) is 0.2687 / 0.3206 Eh. Its energy relative to the best compared isomer or geometry (same formula, charge and spin) is 72.3 kcal per mole. The value obtained for the lowest unoccupied orbital energy (alpha / beta) is 0.74 / -1.50 eV. Its expectation value of S² is 2.013.

Last column: Mulliken spin population.
Atoms and positions in Å:
C -0.615 1.356 0.064  0.56
C 0.669 -0.829 -0.198  0.00
N -0.297 0.156 0.364  0.16
O -1.014 -0.182 1.396  0.72
S -1.330 2.642 -0.310  0.55
H 1.418 -1.196 0.465  0.00
H 0.060 -1.676 -0.642  0.00
H 1.109 -0.270 -1.138  0.00

***

[11]
The following is a quantum chemistry calculation of 2 unconnected molecules or ions with the total composition C2H3NOS2, from the Open Molecules 2025 dataset.

Its total charge is 0. The HOMO-LUMO gap is 0.3262 Eh. Its energy relative to the best compared isomer or geometry (same formula, charge and spin) is 55.8 kcal per mole. The value obtained for the lowest unoccupied orbital energy is -0.64 eV.

Last column: Mulliken charge in e.
Atoms and positions in Å:
C 2.488 0.083 0.430  0.28
C -0.020 1.809 -0.976  -0.45
N 1.776 0.343 1.373  -0.29
O -0.624 1.823 1.411  -0.54
S 3.445 -0.106 -0.817  -0.33
S -1.211 1.513 0.104  0.39
H -0.231 1.615 -2.046  0.25
H 0.960 1.887 -0.826  0.33
H 1.149 0.617 2.084  0.37

***

[12]
The following is a quantum chemistry calculation of 2 unconnected molecules or ions with the total composition C2H3NOS2, from the Open Molecules 2025 dataset.

Its total charge is 0. The HOMO-LUMO gap is 0.2856 Eh. Its energy relative to the best compared isomer or geometry (same formula, charge and spin) is 124.6 kcal per mole. The value obtained for the lowest unoccupied orbital energy is -1.24 eV.

Last column: Mulliken charge in e.
Atoms and positions in Å:
C -0.138 0.441 -0.011  -0.05
C 1.386 -1.853 0.560  0.14
H -2.887 2.806 -0.206  0.16
H -0.326 -0.235 -0.705  0.48
H 2.522 -2.345 0.832  0.27
N -0.714 1.665 0.116  -0.37
O 0.665 -2.386 -0.241  -0.37
S -1.655 1.880 -1.510  -0.15
S 1.147 0.027 1.167  -0.12

***

Record order is preserved below.
Calculated total energy: -20587.09200 -11796.07430 -25772.06670 -25774.74009 -16492.02113 -16493.84004 -16492.77831 -16487.42954 -16493.66891 -16489.94596 -27328.35785 -27325.37377 eV